No. 1
Computed, not measured: a structure of composition C41H37N7O2Ti, with ωB97M-V/def2-TZVPD.

Results
total charge	+4
M	707.7	g mol⁻¹
multiplicity	1
total energy	-80725.149	eV

Geometry (Å):
Ti 0.135 0.272 0.504
C 0.716 2.972 -0.281
N 1.582 1.805 0.061
C 2.364 1.488 -1.164
C 1.517 0.673 -2.091
C 1.784 0.576 -3.440
C 1.003 -0.264 -4.221
C -0.005 -1.000 -3.612
C -0.221 -0.852 -2.263
N 0.510 -0.009 -1.503
C 2.475 2.111 1.217
C 2.055 1.398 2.475
C 2.735 1.607 3.664
C 2.282 0.999 4.822
C 1.133 0.216 4.760
C 0.522 0.034 3.540
N 0.984 0.591 2.399
C -0.358 3.190 0.743
C -0.905 4.437 0.996
C -1.951 4.537 1.902
C -2.407 3.378 2.526
C -1.816 2.173 2.215
N -0.808 2.072 1.332
H 0.230 2.765 -1.242
H 1.320 3.874 -0.405
H 3.244 0.897 -0.912
H 2.712 2.404 -1.646
H 2.594 1.147 -3.875
H 1.191 -0.352 -5.283
H -0.619 -1.681 -4.184
H -1.000 -1.414 -1.770
H 2.481 3.187 1.410
H 3.504 1.843 0.978
H 3.610 2.246 3.681
H 2.800 1.144 5.762
H 0.715 -0.244 5.645
H -0.379 -0.560 3.473
H -0.526 5.316 0.490
H -2.402 5.497 2.117
H -3.212 3.415 3.248
H -2.157 1.258 2.686
C 3.672 -2.646 1.212
O 2.392 -3.151 1.686
C 1.495 -2.280 1.343
N 1.845 -1.241 0.656
C 3.267 -1.500 0.247
C 3.454 -1.965 -1.189
C 2.624 -2.936 -1.746
C 2.930 -3.501 -2.975
C 4.065 -3.097 -3.664
C 4.897 -2.132 -3.115
C 4.596 -1.569 -1.883
C 0.083 -2.496 1.672
C -0.446 -3.596 2.326
C -1.827 -3.649 2.508
C -2.634 -2.639 1.982
C -2.019 -1.598 1.313
N -0.683 -1.508 1.195
C -2.664 -0.517 0.556
N -1.914 0.294 -0.123
C -2.822 1.192 -0.903
C -4.224 0.734 -0.415
O -3.947 -0.380 0.489
C -2.650 1.076 -2.401
C -2.139 2.152 -3.121
C -2.131 2.134 -4.509
C -2.635 1.034 -5.191
C -3.130 -0.053 -4.479
C -3.129 -0.037 -3.094
H 4.206 -3.450 0.715
H 4.243 -2.312 2.078
H 3.881 -0.620 0.440
H 1.757 -3.300 -1.203
H 2.291 -4.272 -3.387
H 4.313 -3.551 -4.615
H 5.802 -1.843 -3.635
H 5.286 -0.858 -1.440
H 0.202 -4.391 2.672
H -2.275 -4.482 3.035
H -3.712 -2.671 2.088
H -2.629 2.229 -0.621
H -4.852 0.364 -1.221
H -4.776 1.494 0.133
H -1.795 3.040 -2.598
H -1.774 2.994 -5.059
H -2.675 1.037 -6.272
H -3.544 -0.902 -5.008
H -3.536 -0.891 -2.559


No. 2
Computed, not measured: a cluster of 10 separate species, C28H82N6O10 in total at a distorted geometry, with ωB97M-V/def2-TZVPD.

Results
M	663.0	g mol⁻¹
SMILES	COC[C@H](C)N.COC[C@H](C)N.COC[C@H](C)N.COC[C@H](C)N.COC[C@H](C)N.COC[C@H](C)N.CO.CO.CO.CO
multiplicity	1
total energy	-59776.405	eV

Geometry (Å):
C 2.159 3.166 -1.155
O 1.885 2.990 -2.537
C 0.880 3.905 -3.086
C 0.912 3.898 -4.602
C 2.201 4.620 -5.066
N -0.261 4.685 -5.089
H 1.266 2.824 -0.603
H 2.314 4.226 -0.922
H 3.006 2.549 -0.881
H -0.153 3.605 -2.768
H 1.048 4.964 -2.802
H 0.948 2.844 -4.913
H 2.290 4.550 -6.155
H 3.063 4.143 -4.617
H 2.131 5.628 -4.688
H -0.196 4.790 -6.100
H -1.126 4.258 -4.811
C 2.768 -3.081 -4.815
O 2.506 -3.042 -3.412
C 1.457 -2.153 -3.138
C 1.858 -0.682 -3.014
C 2.958 -0.577 -1.924
N 0.608 0.019 -2.667
H 3.538 -2.375 -5.133
H 1.840 -2.855 -5.358
H 3.085 -4.084 -5.085
H 0.611 -2.230 -3.834
H 1.112 -2.365 -2.117
H 2.241 -0.317 -4.017
H 2.607 -1.105 -1.022
H 3.249 0.468 -1.745
H 3.793 -1.085 -2.368
H -0.034 -0.118 -3.442
H 0.851 0.991 -2.429
C 1.454 4.727 5.810
O 0.675 3.921 5.002
C 1.187 2.593 5.109
C 0.250 1.591 4.436
C -1.043 1.429 5.276
N 0.748 0.259 4.226
H 1.238 4.468 6.864
H 1.184 5.765 5.620
H 2.519 4.563 5.680
H 2.278 2.553 4.851
H 1.221 2.288 6.187
H -0.115 2.055 3.526
H -1.753 0.822 4.720
H -1.468 2.395 5.575
H -0.776 0.854 6.172
H 0.379 -0.387 4.935
H 1.727 0.132 3.982
C 2.247 -2.370 2.564
O 2.327 -3.755 2.182
C 1.107 -4.297 1.707
C 1.368 -5.599 1.011
C 2.230 -5.341 -0.306
N 0.209 -6.398 0.670
H 1.620 -1.785 1.906
H 3.245 -1.944 2.581
H 1.836 -2.303 3.578
H 0.342 -4.425 2.482
H 0.685 -3.607 0.959
H 2.086 -6.149 1.635
H 3.205 -4.957 0.006
H 1.765 -4.527 -0.929
H 2.314 -6.250 -0.931
H -0.262 -5.996 -0.141
H -0.433 -6.438 1.481
C -2.773 3.864 2.501
O -3.043 3.382 1.182
C -3.486 2.026 1.276
C -3.577 1.407 -0.097
C -4.646 2.055 -0.925
N -3.884 0.004 0.093
H -3.724 4.018 3.034
H -2.301 4.824 2.380
H -2.101 3.215 3.066
H -2.789 1.412 1.865
H -4.497 1.844 1.655
H -2.599 1.621 -0.614
H -5.570 2.035 -0.338
H -4.797 1.601 -1.897
H -4.287 3.103 -0.969
H -3.164 -0.491 0.610
H -3.956 -0.433 -0.831
C -1.883 -4.866 -5.622
O -2.557 -4.836 -4.342
C -1.950 -3.914 -3.528
C -2.630 -3.798 -2.191
C -1.817 -2.873 -1.262
N -2.826 -5.138 -1.612
H -0.814 -4.905 -5.443
H -2.127 -3.972 -6.192
H -2.257 -5.723 -6.148
H -0.905 -4.230 -3.377
H -1.955 -2.920 -4.049
H -3.584 -3.281 -2.391
H -2.316 -2.686 -0.299
H -1.733 -1.928 -1.764
H -0.820 -3.249 -1.059
H -2.700 -5.097 -0.617
H -3.766 -5.438 -1.827
C -3.562 -1.880 3.270
O -2.819 -2.355 2.174
H -2.916 -1.618 4.158
H -4.198 -0.964 3.047
H -4.237 -2.695 3.633
H -2.064 -1.753 1.972
C 3.443 1.513 1.803
O 3.698 1.178 3.190
H 4.304 2.011 1.335
H 3.246 0.635 1.183
H 2.527 2.135 1.757
H 4.391 0.502 3.224
C 0.281 4.793 1.618
O 1.653 4.866 1.402
H -0.142 4.012 0.969
H 0.136 4.517 2.689
H -0.262 5.720 1.409
H 2.038 5.240 2.210
C -0.024 0.144 0.736
O -0.799 -0.365 1.817
H 0.165 1.196 0.910
H 0.941 -0.298 0.585
H -0.627 0.083 -0.166
H -0.348 -0.194 2.696


Energy relative to the best compared isomer or geometry (same formula, charge and spin), record by record: 0.0; 111.4 kJ/mol